Record 1
Molecular formula: C25H49BN6O8S2
Method: DFT, wB97M-V/def2-TZVPD

Atoms and positions in Å:
C1 5.12 2.68 3.01
H1 4.86 0.84 -4.02
H2 5.35 -1.43 1.20
H3 -10.49 2.07 -0.59
O1 -9.79 -0.99 1.60
C2 -5.86 -2.27 -3.44
H4 1.27 -1.13 2.33
O2 5.78 -0.46 -0.58
H5 1.75 -1.66 -2.04
H6 4.65 3.26 2.21
H7 5.32 0.71 4.59
H8 3.35 -1.04 1.46
N1 0.00 1.93 2.88
H9 2.75 2.64 1.07
H10 -5.98 -2.29 2.51
H11 -9.33 0.72 -0.51
C3 1.20 -0.06 2.29
C4 -10.10 1.27 0.04
H12 -12.86 1.60 0.30
C5 0.17 0.61 2.88
H13 4.35 0.16 -5.58
O3 4.96 0.25 3.82
C6 3.08 -0.28 -0.51
O4 5.39 3.54 -4.12
O5 -1.81 -2.08 3.12
C7 0.92 2.60 2.21
H14 -6.66 -2.45 -4.17
C8 2.00 2.05 1.58
H15 6.81 2.15 -7.31
O6 4.52 -0.94 -2.59
H16 7.03 2.60 2.00
C9 8.14 -0.91 0.73
C10 2.16 0.68 1.64
H17 -3.25 -1.76 0.81
H18 8.20 -0.61 -0.32
H19 -5.37 -3.21 -3.20
H20 0.82 3.68 2.18
H21 -5.13 -1.59 -3.87
H22 -5.29 0.00 -2.40
O7 4.45 -2.56 -0.82
N2 5.51 1.90 -5.70
C11 4.71 0.59 1.27
C12 -5.38 -1.71 3.22
H23 5.32 1.28 -7.68
H24 7.01 -0.71 2.35
H25 4.70 3.00 3.96
H26 -7.07 -2.63 -0.47
H27 -13.21 -0.14 0.29
H28 -8.35 -1.87 -1.43
H29 9.01 -2.88 0.47
C13 -12.52 0.63 -0.07
H30 -4.67 -0.70 1.00
C14 -10.89 -0.71 1.18
C15 8.12 -2.43 0.92
H31 -7.62 -3.39 -1.98
H32 8.16 -2.66 1.98
N3 7.05 -0.23 1.46
H33 7.24 -2.89 0.46
C16 6.64 3.03 2.93
C17 5.74 -0.46 0.86
H34 -5.42 -2.19 4.20
H35 -12.54 0.63 -1.16
C18 4.52 1.08 -5.02
H36 -0.58 0.01 3.39
H37 -3.29 -2.55 4.43
N4 -11.18 0.36 0.41
H38 4.85 1.44 0.59
H39 -11.78 -1.33 1.40
H40 -3.07 -0.18 1.59
H41 9.06 -0.56 1.20
C19 3.33 -0.04 1.01
H42 6.75 4.11 2.86
N5 -4.01 -1.64 2.75
H43 6.61 0.48 -6.76
C20 -6.05 -0.49 -1.77
B1 4.93 1.12 2.76
H44 -5.80 -0.71 3.30
H45 3.58 1.64 -4.94
O8 -6.49 0.04 -0.76
C21 -7.43 -2.45 -1.49
C22 -2.98 -2.11 3.47
C23 6.10 1.43 -6.93
S1 4.51 -1.19 -1.19
S2 1.57 -1.23 -0.77
N6 -6.42 -1.70 -2.23
C24 -3.74 -1.03 1.46
C25 5.85 3.09 -5.15
H46 3.02 0.70 -0.98
H47 6.61 3.63 -5.74
H48 -9.66 1.68 0.94
H49 7.20 2.60 3.75

**E_HOMO**: -9.00 eV
**Frontier orbital gap**: 9.486 eV
**E**: -2733.71596 hartree
**Spin multiplicity**: 1
**Charge**: 0
**Largest force on an atom**: 0.0346 hartree/bohr
**Molecular weight**: 636.65 g/mol

=====

Record 2
Molecular formula: C12H48O12
Method: DFT, wB97M-V/def2-TZVPD

Atoms and positions in Å:
H1 2.82 -2.95 -3.27
C1 4.84 -2.35 -0.77
C2 3.02 -1.93 2.63
H2 2.03 3.34 2.74
H3 0.73 -2.79 1.24
H4 3.94 -1.85 3.20
O1 2.94 -0.93 1.59
C3 1.40 -1.56 -3.44
H5 -2.24 4.91 -0.07
H6 2.21 -3.63 -0.16
H7 0.47 -0.28 0.65
C4 1.99 2.31 2.38
H8 0.18 -1.47 -0.61
C5 -0.28 -0.79 3.70
H9 3.06 -2.87 2.07
H10 1.32 2.20 1.53
H11 0.43 -1.62 -2.94
H12 0.69 3.54 -2.80
H13 1.61 1.68 3.18
H14 -2.72 2.22 -2.31
C6 1.30 3.96 -2.00
H15 -0.24 -3.84 0.28
H16 -1.89 3.44 -3.32
O2 -5.51 2.39 -0.33
H17 -1.79 -0.59 -0.44
O3 3.28 1.82 2.03
H18 -0.53 1.65 -2.42
O4 1.33 3.15 -0.84
H19 0.92 0.12 -0.99
O5 -1.01 1.56 -3.25
H20 0.07 0.46 5.18
H21 5.17 -3.23 -1.33
C7 0.17 -0.40 -0.40
O6 -1.51 2.93 0.07
H22 -1.30 -0.84 4.10
H23 5.32 -1.47 -1.21
H24 -4.13 1.15 0.49
H25 -3.08 3.88 1.07
O7 3.44 -2.22 -0.84
O8 -2.62 -2.31 -0.62
C8 -2.15 2.38 -3.23
C9 0.60 -3.84 0.97
H26 2.15 -1.98 3.28
H27 -4.05 -3.82 -0.36
H28 0.43 -4.44 1.87
C10 -2.56 3.88 0.10
H29 -2.81 2.17 -4.07
O9 -1.13 0.11 -0.59
C11 -5.17 1.11 0.15
H30 -3.33 3.64 -0.64
H31 2.07 -0.88 -2.91
O10 1.90 -2.88 -3.54
H32 -2.61 -2.47 -1.57
H33 -0.29 -0.33 2.71
H34 -4.66 -2.19 -0.15
H35 5.21 -2.48 0.26
H36 1.16 -1.15 -4.43
H37 -6.46 2.50 -0.35
H38 0.44 2.84 -0.63
H39 -5.21 0.37 -0.66
H40 3.23 -0.11 2.01
H41 2.34 4.11 -2.29
H42 -3.58 -2.90 1.07
H43 3.11 -1.68 -0.10
H44 0.87 4.96 -1.81
H45 -5.77 0.79 1.00
H46 3.68 2.41 1.39
H47 0.10 -1.80 3.56
O11 1.76 -4.33 0.33
O12 0.58 -0.05 4.54
C12 -3.78 -2.83 0.01
H48 -1.91 2.09 0.32

**E_HOMO**: -9.51 eV
**Frontier orbital gap**: 9.826 eV
**Energy relative to the best compared isomer or geometry (same formula, charge and spin)**: 471.9 kJ/mol
**E**: -1388.66946 hartree
**Spin multiplicity**: 1
**Charge**: 0
**Largest force on an atom**: 0.0299 hartree/bohr
**Molecular weight**: 384.50 g/mol

=====

Record 3
Molecular formula: C3H2O2
Method: DFT, wB97M-V/def2-TZVPD

Atoms and positions in Å:
O1 -0.89 1.99 0.11
H1 -0.82 0.56 -1.33
H2 0.35 0.07 1.56
O2 0.49 -2.14 -0.22
C1 0.91 -1.06 -0.12
C2 0.21 -0.06 0.49
C3 -0.57 0.89 -0.30

**E_HOMO (spin up / spin down)**: -9.41 / -9.47 eV
**Frontier orbital gap (spin up / spin down)**: 7.802 / 8.202 eV
**Energy relative to the best compared isomer or geometry (same formula, charge and spin)**: 208.2 kJ/mol
**E**: -265.87197 hartree
**Spin multiplicity**: 1
**Charge**: 0
**Largest force on an atom**: 0.0937 hartree/bohr
**Molecular weight**: 70.05 g/mol